Entry from OMol25: a molecular structure, C33H26IO2PPdTe (ωB97M-V with the def2-TZVPD basis set).

Results
lowest unoccupied orbital energy (spin up / spin down)	-5.176 / -9.175	eV
E_tot	-2457.878194	a.u.
spin multiplicity	5
energy relative to the best compared isomer or geometry (same formula, charge and spin)	0.0	kJ/mol
charge	+2
strongest force on any atom	0.27	eV Å⁻¹
gap between HOMO and LUMO (spin up / spin down)	7.5 / 4.1	eV

Geometry (Å):
Pd (-0.2813, -0.4799, -0.6442)
C (1.3173, 1.0658, 6.6794)
C (0.3167, 0.1878, 6.2802)
C (0.0645, -0.0102, 4.9353)
C (0.8123, 0.6936, 3.9832)
C (1.8411, 1.5561, 4.3892)
C (2.0803, 1.7463, 5.7361)
P (0.5428, 0.4250, 2.2586)
C (-0.6774, -0.8482, 1.8962)
C (-2.0509, -0.5765, 2.0029)
C (-2.9634, -1.5949, 1.8039)
C (-2.5281, -2.8769, 1.4846)
C (-1.1752, -3.1543, 1.3619)
C (-0.2411, -2.1465, 1.5733)
C (0.2855, 1.8290, 1.2348)
C (0.4592, 3.1593, 1.6612)
C (0.2819, 4.1759, 0.7505)
C (-0.0530, 3.8789, -0.5735)
C (-0.2212, 2.5664, -0.9956)
C (-0.0410, 1.5182, -0.1026)
H (1.5123, 1.2129, 7.7331)
H (-0.2660, -0.3435, 7.0199)
H (-0.7142, -0.6959, 4.6261)
H (2.4589, 2.0589, 3.6553)
H (2.8693, 2.4134, 6.0543)
H (-2.3881, 0.4235, 2.2461)
H (-4.0211, -1.3919, 1.9030)
H (-3.2517, -3.6669, 1.3353)
H (-0.8430, -4.1540, 1.1180)
H (0.8207, -2.3602, 1.5218)
H (0.6915, 3.3838, 2.6942)
H (0.3894, 5.2056, 1.0625)
H (-0.1893, 4.6880, -1.2801)
H (-0.5049, 2.3617, -2.0217)
C (2.5040, -2.2820, -2.2260)
Te (1.1523, -0.7544, -2.8687)
C (2.7039, 0.6215, -2.3669)
C (3.9261, -0.2135, -2.0734)
C (5.1575, 0.4068, -1.8739)
C (6.2821, -0.3495, -1.5961)
C (6.1866, -1.7341, -1.5188)
C (4.9672, -2.3552, -1.7211)
C (3.8309, -1.5983, -1.9992)
H (2.5547, -3.0429, -3.0031)
H (2.1140, -2.7439, -1.3198)
H (2.3730, 1.2077, -1.5098)
H (2.8483, 1.2935, -3.2112)
H (5.2345, 1.4848, -1.9456)
H (7.2364, 0.1379, -1.4502)
H (7.0661, -2.3284, -1.3118)
H (4.8961, -3.4350, -1.6746)
I (-8.1775, -0.5525, -5.1108)
C (-6.3424, -0.4585, -4.2931)
C (-5.2020, -0.6955, -5.1004)
C (-3.9621, -0.5989, -4.5390)
C (-3.8257, -0.2981, -3.1656)
C (-4.9620, -0.0593, -2.3664)
C (-6.2101, -0.1362, -2.9152)
C (-2.4437, -0.1468, -2.5884)
O (-1.7101, 0.6142, -3.2118)
O (-2.2105, -0.7680, -1.5044)
H (-5.3243, -0.9375, -6.1468)
H (-3.0703, -0.7407, -5.1336)
H (-4.8311, 0.1727, -1.3181)
H (-7.0952, 0.0397, -2.3195)

Entry from OMol25: a molecular structure, C33H27Cl3KNOP (ωB97M-V with the def2-TZVPD basis set).

Results
lowest unoccupied orbital energy	2.249	eV
E_tot	-3725.629431	a.u.
spin multiplicity	1
energy relative to the best compared isomer or geometry (same formula, charge and spin)	36.7	kJ/mol
charge	-1
strongest force on any atom	0.19	eV Å⁻¹
gap between HOMO and LUMO	6.7	eV

Geometry (Å):
K (-0.3804, 1.2174, -0.3620)
Cl (2.9181, 1.0672, 0.4073)
C (3.7816, -0.3994, -0.0570)
C (5.1460, -0.2623, -0.2489)
C (5.8918, -1.3759, -0.6027)
C (5.2527, -2.5982, -0.7481)
C (3.8840, -2.7002, -0.5410)
C (3.0914, -1.6018, -0.1893)
P (1.1748, -1.5759, -0.0390)
C (1.2090, -1.5579, 1.8137)
C (2.2227, -2.1942, 2.5273)
C (2.3070, -2.0812, 3.9099)
C (1.3848, -1.3127, 4.6038)
C (0.3634, -0.6808, 3.9059)
C (0.2688, -0.8168, 2.5292)
C (0.9301, -3.3264, -0.5105)
C (1.0332, -3.6471, -1.8614)
C (0.8371, -4.9478, -2.3017)
C (0.5310, -5.9497, -1.3914)
C (0.4149, -5.6371, -0.0441)
C (0.6105, -4.3340, 0.3922)
H (5.6100, 0.7067, -0.1215)
H (6.9591, -1.2856, -0.7597)
H (5.8213, -3.4803, -1.0167)
H (3.4144, -3.6696, -0.6512)
H (2.9643, -2.7847, 2.0046)
H (3.1010, -2.5924, 4.4410)
H (1.4558, -1.2125, 5.6800)
H (-0.3755, -0.0917, 4.4351)
H (-0.5855, -0.4020, 2.0048)
H (1.2653, -2.8659, -2.5774)
H (0.9169, -5.1770, -3.3575)
H (0.3733, -6.9660, -1.7314)
H (0.1580, -6.4092, 0.6712)
H (0.4909, -4.0918, 1.4405)
Cl (-4.8239, 4.5224, -0.2986)
C (-3.2082, 5.1394, -0.5169)
C (-3.0379, 6.5104, -0.6839)
C (-1.7927, 7.0501, -0.8599)
Cl (-1.6300, 8.7826, -1.0646)
C (-0.6522, 6.2193, -0.8778)
C (0.6653, 6.6949, -1.0579)
C (1.7105, 5.8168, -1.0646)
C (1.4419, 4.4488, -0.8905)
N (0.2326, 3.9699, -0.7202)
C (-0.8238, 4.8183, -0.7077)
C (-2.1469, 4.2082, -0.5108)
O (-2.2937, 2.9684, -0.3556)
H (-3.9082, 7.1533, -0.6732)
H (0.8273, 7.7565, -1.1888)
H (2.7296, 6.1545, -1.2000)
H (2.2571, 3.7308, -0.8914)
C (-4.3314, 0.1388, 0.6095)
C (-3.7914, -0.7808, -0.4973)
C (-4.6610, -2.0414, -0.5887)
C (-3.8581, -0.0262, -1.8331)
C (-2.3986, -1.1722, -0.1901)
C (-1.2680, -1.5592, 0.0912)
H (-5.3740, 0.4019, 0.4085)
H (-3.7545, 1.0642, 0.6521)
H (-4.2751, -0.3579, 1.5803)
H (-5.6981, -1.7720, -0.8111)
H (-4.6361, -2.5921, 0.3528)
H (-4.2950, -2.7021, -1.3763)
H (-4.8967, 0.2084, -2.0830)
H (-3.4356, -0.6355, -2.6348)
H (-3.3150, 0.9185, -1.7714)